Entry 1:
# C33H25B11Br6F5N4O2SSr

C33H25B11Br6F5N4O2SSr as an isolated structure in a non-equilibrium geometry (wB97M-V/def2-TZVPD, OMol25).

Maximum force = 2.4 eV/Å
Total charge = -1
Frontier orbital gap (spin up / spin down) = 0.2116 / 0.1628 Ha
LUMO energy (spin up / spin down) = 0.54 / -0.77 eV

Geometry as XYZ:
```
88
Properties=species:S:1:pos:R:3:forces:R:3
Sr 0.508 0.141 -0.479 -0.32 0.47 1.15
O 1.732 -0.180 -2.274 0.43 -0.37 0.49
C 1.600 -0.270 -3.545 0.57 0.39 -0.23
C 2.695 0.071 -4.361 0.04 0.01 -0.16
C 2.537 0.041 -5.729 -0.16 0.45 0.79
C 1.284 -0.261 -6.270 0.96 0.13 -2.23
C 0.226 -0.666 -5.514 0.66 0.14 -0.19
C 0.401 -0.684 -4.137 -0.27 -0.37 -0.48
C -0.671 -1.254 -3.388 -1.25 -0.03 0.67
N -1.102 -0.820 -2.266 -0.29 -0.84 0.22
N -2.236 -1.547 -1.809 0.74 0.50 -1.19
C -2.311 -1.512 -0.522 0.69 0.27 0.94
O -1.410 -1.010 0.264 -0.91 -0.68 0.14
C -3.578 -2.086 0.023 -0.31 0.10 0.06
C -4.734 -2.098 -0.771 0.52 -0.33 0.35
C -5.957 -2.411 -0.210 0.30 0.15 0.63
C -6.033 -2.671 1.170 -0.31 -0.50 -0.17
C -4.860 -2.826 1.926 -1.25 0.47 -0.03
C -3.649 -2.511 1.341 0.31 0.15 0.02
H 3.602 0.385 -3.831 -0.25 -0.19 -0.44
H 3.359 0.347 -6.352 0.10 -0.04 -0.33
H 1.228 -0.207 -7.368 -0.28 -0.10 0.49
H -0.698 -0.940 -6.009 -0.08 -0.10 0.29
H -1.220 -2.084 -3.835 -0.04 0.03 -0.12
H -4.604 -1.886 -1.819 -0.17 0.20 -0.15
H -6.832 -2.401 -0.844 -0.21 0.03 0.15
H -7.030 -2.790 1.628 0.68 -0.09 -0.18
H -4.954 -3.066 2.991 0.23 0.00 -0.43
H -2.733 -2.529 1.905 0.20 0.03 0.22
Br 1.467 2.161 2.170 0.13 -0.37 -0.26
B -0.113 3.248 2.509 -0.16 0.31 0.18
B -0.730 3.450 4.159 -0.24 1.05 -1.16
C -2.362 3.820 3.909 -0.20 -0.53 0.63
B -1.687 2.579 2.924 -0.01 0.67 0.12
B -2.937 3.735 2.332 -0.24 -0.61 0.05
B -2.752 5.288 3.162 0.12 -0.17 -0.05
B -1.368 5.143 4.282 -0.15 -0.34 -0.20
B 0.095 4.838 3.334 -0.62 -0.54 0.13
Br 1.816 5.484 3.895 0.44 0.11 0.13
B -1.165 5.925 2.709 -0.14 0.01 0.11
Br -0.832 7.818 2.535 0.02 0.44 0.02
B -2.140 5.044 1.492 0.03 0.06 0.59
Br -2.904 5.890 -0.051 -0.29 0.37 -0.35
B -1.467 3.403 1.367 -0.45 -0.04 0.36
Br -1.647 2.573 -0.386 0.22 -0.42 -0.21
B -0.397 4.764 1.612 0.19 0.09 0.45
Br 0.833 5.361 0.290 0.54 0.21 -0.74
H -0.349 2.892 5.089 0.24 -0.37 0.71
H -3.017 3.482 4.712 0.07 0.12 -0.37
H -1.931 1.452 3.118 -0.13 -0.25 -0.04
H -4.031 3.306 2.148 0.22 0.09 -0.14
H -3.723 5.873 3.519 0.22 -0.02 -0.19
H -1.509 5.675 5.326 0.25 -0.01 0.02
C 4.059 4.531 -2.623 -1.01 0.39 -0.76
C 2.808 3.913 -2.507 0.73 0.84 -0.20
C 2.701 2.783 -1.747 -0.23 0.15 0.27
C 3.831 2.242 -1.136 -0.62 -0.15 -0.27
C 5.059 2.822 -1.298 0.78 0.38 0.46
C 5.169 3.997 -2.012 0.21 -0.04 -0.38
N 3.628 1.077 -0.391 -0.64 -1.34 0.75
N 4.619 0.378 -0.122 0.95 1.13 -1.00
C 4.364 -0.817 0.528 -1.96 -0.77 1.17
C 5.345 -1.802 0.705 -0.98 0.20 -0.05
C 4.965 -3.011 1.286 -1.03 0.38 0.30
C 3.636 -3.254 1.696 0.77 -0.78 -0.03
C 2.637 -2.276 1.589 0.35 0.16 -0.37
C 3.057 -1.108 1.026 1.26 0.06 -0.52
H 4.100 5.431 -3.240 0.29 -0.19 0.31
H 1.946 4.378 -2.976 0.03 -0.22 0.10
H 1.707 2.398 -1.618 -0.06 -0.46 0.16
H 5.908 2.403 -0.780 0.09 -0.11 -0.09
H 6.126 4.463 -2.153 0.30 0.16 0.12
H 6.348 -1.658 0.335 0.10 0.19 0.02
H 5.720 -3.754 1.441 0.13 -0.44 -0.02
H 3.386 -4.263 2.065 0.08 0.67 -0.07
H 1.597 -2.448 1.853 0.14 -0.12 0.15
F -1.984 -9.224 1.356 -0.24 -0.81 0.32
C -1.607 -8.073 0.863 0.35 1.20 0.29
C -1.637 -7.862 -0.507 -0.10 0.03 0.37
F -2.054 -8.871 -1.284 0.11 0.40 -0.06
C -1.274 -6.623 -1.007 -0.11 -0.68 -0.48
F -1.373 -6.473 -2.316 0.05 0.18 -0.30
C -0.795 -5.580 -0.205 -0.20 -0.02 -0.07
S -0.344 -4.058 -0.823 0.05 0.03 -0.23
C -0.760 -5.861 1.162 -0.03 -0.37 1.03
F -0.277 -4.959 2.000 0.07 0.37 0.22
C -1.184 -7.053 1.732 0.03 -0.16 -1.65
F -1.139 -7.264 3.034 0.02 -0.03 0.45
```
Positions in Å, forces in eV/Å.

---

Entry 2:
# C25H28F3N2O4Sb2V

C25H28F3N2O4Sb2V as an isolated structure (wB97M-V/def2-TZVPD, OMol25).

<S²> = 0.782
Maximum force = 0.6 eV/Å
Total charge = +3
Multiplicity = 2
Relative energy (zero: lowest compared OMol25 entry of this formula, charge and spin) = 0.00 kcal per mole
Frontier orbital gap (spin up / spin down) = 0.2217 / 0.2233 Ha
LUMO energy (spin up / spin down) = -9.95 / -9.93 eV

Geometry as XYZ:
```
65
Properties=species:S:1:pos:R:3:forces:R:3
V 0.351 -0.157 1.270 0.49 -0.08 -0.19
C 3.913 1.300 2.660 0.02 -0.02 0.05
Sb 2.463 -0.182 3.096 -0.09 0.00 -0.14
C 1.934 0.158 5.117 0.03 0.00 -0.01
C 3.531 -2.044 3.157 0.00 0.02 0.03
C 2.842 -3.027 4.057 0.00 -0.02 0.00
C 3.191 -3.046 5.408 0.00 0.00 0.01
C 2.602 -3.931 6.294 0.00 0.00 0.00
C 1.649 -4.829 5.834 0.00 0.00 0.00
C 1.301 -4.828 4.494 0.00 0.00 0.01
C 1.881 -3.936 3.592 0.00 0.01 0.03
C 1.466 -4.011 2.154 -0.06 -0.03 -0.05
Sb -0.240 -2.772 1.760 0.06 0.07 -0.10
C -1.263 -3.668 0.139 -0.01 -0.04 0.04
C -1.511 -3.005 3.434 0.02 -0.04 -0.02
H 4.678 1.259 3.435 0.00 0.00 -0.01
H 3.454 2.286 2.661 0.00 0.00 0.00
H 4.366 1.098 1.692 -0.01 0.00 0.00
H 2.847 0.135 5.710 -0.01 0.01 0.01
H 1.264 -0.626 5.461 0.00 0.00 0.00
H 1.464 1.134 5.219 -0.01 0.00 0.01
H 4.515 -1.779 3.546 -0.01 0.00 0.00
H 3.661 -2.384 2.132 0.00 0.00 0.00
H 3.965 -2.375 5.765 0.00 0.00 0.00
H 2.903 -3.937 7.333 0.00 0.00 0.00
H 1.198 -5.542 6.510 0.00 0.00 0.00
H 0.587 -5.560 4.132 0.00 0.00 0.00
H 1.127 -5.015 1.896 0.01 0.00 0.01
H 2.240 -3.734 1.441 0.00 0.00 0.01
H -1.464 -4.707 0.398 0.00 0.00 0.00
H -0.644 -3.628 -0.754 0.00 0.01 0.00
H -2.208 -3.157 -0.035 0.00 0.00 -0.01
H -1.720 -4.066 3.555 -0.02 0.01 0.01
H -2.440 -2.467 3.257 0.00 0.00 0.01
H -1.020 -2.631 4.330 0.00 0.00 0.00
F -5.303 3.563 0.651 0.00 -0.01 0.00
C -5.190 2.789 1.732 0.00 -0.01 0.00
F -6.214 1.939 1.759 0.01 0.01 0.00
F -5.224 3.551 2.817 -0.01 0.00 0.00
C -3.882 2.011 1.650 0.01 -0.02 -0.02
C -3.710 1.095 0.614 -0.02 0.02 0.04
C -2.522 0.409 0.530 -0.02 0.02 0.00
N -1.526 0.603 1.422 -0.24 0.09 -0.03
C -1.704 1.488 2.420 0.02 -0.05 0.03
C -2.870 2.209 2.572 -0.02 0.01 -0.01
H -4.493 0.921 -0.112 0.00 0.00 0.00
H -2.341 -0.317 -0.252 0.01 0.01 0.00
H -0.882 1.618 3.119 0.00 0.00 0.00
H -2.979 2.914 3.384 0.00 0.00 0.00
O 1.794 0.064 -3.315 0.03 -0.01 0.02
C 1.509 1.108 -3.032 -0.19 0.00 0.25
O 0.958 -0.243 -0.172 -0.29 0.03 0.57
C 1.169 2.433 -2.753 0.18 0.07 -0.40
C 1.564 3.353 -3.754 -0.03 0.09 0.05
C 1.251 4.689 -3.596 0.03 0.00 -0.03
C 0.561 5.113 -2.465 -0.01 -0.02 0.02
C 0.198 4.176 -1.504 0.04 -0.01 -0.01
C 0.474 2.837 -1.606 -0.28 0.13 0.29
N -0.525 4.615 -0.284 0.03 -0.05 0.06
O -0.846 5.765 -0.215 -0.02 0.04 -0.02
O -0.729 3.757 0.565 -0.02 -0.02 -0.03
H 2.100 3.015 -4.632 0.00 -0.01 0.01
H 1.544 5.401 -4.354 -0.01 0.01 0.01
H 0.304 6.155 -2.321 0.00 0.00 0.00
H 0.100 2.220 -0.792 0.35 -0.23 -0.47
```
Positions in Å, forces in eV/Å.

---

Entry 3:
# C16H19FN4O4S2

One molecule with the formula C16H19FN4O4S2 in a non-equilibrium geometry (wB97M-V/def2-TZVPD, OMol25).

Maximum force = 1.6 eV/Å
Total charge = 0
Frontier orbital gap = 0.3587 Ha
LUMO energy = 0.29 eV

Geometry as XYZ:
```
46
Properties=species:S:1:pos:R:3:forces:R:3
C 1.693 4.871 -0.542 0.25 -0.05 0.21
H 1.187 5.656 0.014 -0.10 0.11 0.02
H 2.266 5.332 -1.343 0.02 0.08 -0.13
H 0.942 4.220 -0.983 -0.13 -0.08 -0.08
C 2.607 4.067 0.378 -0.31 -0.12 -0.22
C 1.804 3.422 1.510 0.33 0.11 0.08
C 2.720 2.595 2.410 -0.66 0.32 0.43
N 3.489 1.628 1.661 -0.39 -1.13 -0.04
S 3.009 0.074 1.636 0.17 0.11 0.20
O 4.057 -0.722 1.075 -0.02 0.09 -0.22
O 2.483 -0.268 2.922 -0.15 0.18 -0.02
C 1.624 -0.140 0.499 0.30 -0.49 0.21
N 0.952 0.768 -0.110 1.18 0.62 0.97
N -0.021 0.308 -0.879 -1.21 -0.15 -1.01
C -0.112 -0.977 -0.871 1.02 -0.24 0.87
N -1.014 -1.724 -1.563 0.07 -0.65 -0.02
C -2.042 -1.245 -2.343 -0.34 -0.25 -0.06
O -2.279 -0.089 -2.553 -0.11 0.04 -0.16
C -2.865 -2.393 -2.946 -0.10 0.37 -0.23
O -2.726 -3.595 -2.223 -0.06 -0.38 0.17
C -3.468 -3.747 -1.074 0.08 -0.07 0.24
C -2.809 -4.238 0.055 -0.09 0.13 -0.18
C -3.470 -4.502 1.235 0.13 0.04 -0.16
C -4.832 -4.260 1.307 -0.02 0.00 -0.03
C -5.504 -3.766 0.204 -0.06 0.02 0.05
C -4.833 -3.513 -0.980 0.21 0.00 -0.15
H -5.377 -3.143 -1.836 -0.03 0.03 -0.10
H -6.566 -3.580 0.258 -0.09 0.02 0.00
H -5.363 -4.458 2.225 -0.04 -0.02 0.09
H -2.914 -4.880 2.078 0.09 -0.04 0.08
F -1.473 -4.442 -0.024 -0.06 0.01 -0.02
H -3.904 -2.062 -3.034 0.16 0.01 0.04
H -2.481 -2.597 -3.950 -0.08 0.07 0.12
H -0.937 -2.734 -1.478 -0.15 0.23 -0.03
S 1.095 -1.758 0.173 -0.54 0.47 -0.49
C 4.221 2.149 0.530 0.32 0.03 -0.78
C 3.329 2.966 -0.403 0.17 0.16 0.27
H 3.943 3.401 -1.193 0.03 0.00 -0.05
H 2.582 2.316 -0.861 0.06 0.04 -0.06
H 4.661 1.291 0.021 0.16 0.20 -0.05
H 5.030 2.778 0.919 -0.03 -0.09 0.00
H 2.155 2.034 3.154 0.04 0.24 0.10
H 3.429 3.251 2.928 -0.03 -0.10 0.00
H 1.313 4.189 2.110 -0.04 0.03 0.04
H 1.040 2.777 1.075 -0.02 0.09 0.06
H 3.356 4.739 0.813 0.03 0.00 0.03
```
Positions in Å, forces in eV/Å.